Molecular formula: C49H47BrLaN13O3S3
Method: DFT, the ωB97M-V functional and the def2-TZVPD basis

Last column: Mulliken charge in e.
Atoms and positions in Å:
La 0.54035 -0.01411 0.45170  1.22
N 4.26131 2.02196 0.45303  -0.55
C 3.06987 1.85619 1.10651  0.15
S 2.94969 0.54436 2.27986  -0.32
N 2.11006 2.72947 0.80962  -0.85
N 0.82896 2.37312 1.18021  1.15
C 0.05404 3.33699 1.40815  -1.71
C -1.33427 3.35351 1.43997  1.79
C -1.96853 4.60406 1.68088  -0.83
C -3.36089 4.72245 1.83535  -1.08
C -4.13437 3.57668 1.76256  -0.76
C -3.54174 2.39030 1.36628  -0.42
C -2.15597 2.24371 1.22624  0.14
O -1.62095 1.06852 0.86358  0.31
H 4.84286 1.20757 0.42760  0.33
H 4.13052 2.53198 -0.39636  0.26
H 0.54587 4.30735 1.43347  0.36
H -1.37555 5.52021 1.69049  0.34
H -3.87683 5.67549 2.06030  0.22
H -5.19654 3.52813 1.88644  0.39
H -4.11733 1.49163 1.16249  0.06
C 0.99177 1.32411 -4.74753  -0.84
N 1.45696 0.25823 -3.80370  1.28
C 1.46626 -1.03628 -4.51584  -0.79
C 2.78821 0.69029 -3.21788  -0.21
C 3.40708 -0.31722 -2.34636  -0.81
C 4.47984 -1.05580 -2.76518  -0.02
C 5.09055 -2.00613 -1.99590  -0.97
C 4.56495 -2.24466 -0.74286  -0.79
C 3.42287 -1.56603 -0.26350  -0.31
C 2.82021 -0.49701 -1.05526  1.24
H 1.75720 1.48461 -5.41858  0.55
H 0.74535 2.26354 -4.24471  -0.01
H 0.03071 1.04963 -5.12236  0.26
H 1.93400 -0.92636 -5.59837  0.28
H 0.45995 -1.40250 -4.59325  0.17
H 1.99649 -1.86964 -4.10377  0.36
H 2.57442 1.56988 -2.55492  -0.73
H 3.44556 0.92714 -4.06347  0.79
H 4.80838 -0.90803 -3.79256  0.28
H 5.97384 -2.50034 -2.27119  0.42
H 5.06727 -3.06279 -0.20652  0.38
H 3.06725 -1.83326 0.69238  0.50
C 1.50977 4.55543 -1.69524  -1.30
O 0.92612 3.29424 -1.92912  0.20
C -0.41209 3.27876 -1.77391  0.16
C -1.23307 4.38540 -1.60588  -0.14
C -2.62172 4.27252 -1.74797  -1.16
Br -3.78014 5.77584 -1.65245  -0.23
C -3.12536 3.06594 -2.01496  -0.93
C -2.29685 1.90909 -2.09474  1.39
C -0.94527 1.97145 -1.94349  -0.36
O -0.24593 0.87099 -1.83691  0.64
C -3.05666 0.65799 -2.11620  -0.37
N -4.05681 0.41697 -1.27851  -0.28
C -4.59831 -0.74527 -1.68972  0.22
C -5.52521 -1.55917 -1.10651  -0.50
C -5.86967 -2.74756 -1.63499  -0.58
C -5.28446 -3.13732 -2.86515  -0.51
C -4.27922 -2.41434 -3.47118  -0.86
C -3.94389 -1.18635 -2.85197  0.63
N -2.93042 -0.34279 -3.07952  0.59
H 1.13764 5.24019 -2.34969  0.50
H 2.60428 4.43582 -1.68829  0.20
H 1.20662 4.85574 -0.67665  0.36
H -0.80503 5.35237 -1.57506  0.68
H -4.25241 2.99266 -2.19969  0.26
H 0.76621 0.23739 -2.92333  -0.84
H -5.92933 -1.26280 -0.13900  0.39
H -6.58262 -3.42356 -1.13147  0.35
H -5.74074 -3.94934 -3.41491  0.39
H -3.80883 -2.69957 -4.46815  0.35
H -2.26439 -0.37166 -3.94108  -0.08
S 0.45780 -2.58559 2.16864  -0.77
C 0.93483 -2.07316 3.73416  0.35
N 1.60522 -2.72253 4.59869  -0.48
N 2.14693 -3.89232 4.09089  -0.01
C 3.35803 -4.26462 4.63320  0.57
C 3.76267 -3.84190 5.93325  -0.46
C 4.91222 -4.34145 6.48104  -0.43
C 5.68379 -5.29968 5.79728  -0.59
C 5.19766 -5.80772 4.59868  -0.43
C 4.02605 -5.31301 4.03360  -0.49
N 0.38771 -0.88221 4.39644  -1.01
N -0.20434 -0.17481 3.59145  0.93
C -0.65416 1.08361 4.25962  0.14
C 0.31546 1.95238 4.70352  -0.36
C 0.02246 3.25839 5.13220  -0.85
C -1.26673 3.67967 5.08412  -0.51
C -2.27608 2.82556 4.64278  -0.09
C -1.98641 1.51690 4.24311  -0.12
H 1.88639 -4.08431 3.13989  0.28
H 3.08421 -3.14568 6.42751  0.39
H 5.15831 -4.11087 7.48371  0.36
H 6.55592 -5.62043 6.30217  0.38
H 5.83913 -6.52909 4.09134  0.29
H 3.69021 -5.76661 3.08304  0.30
H 1.29665 1.60590 4.86039  0.53
H 0.80903 3.90169 5.45133  0.41
H -1.49107 4.75106 5.21469  0.28
H -3.31113 3.23039 4.48628  0.38
H -2.76749 0.95228 3.70714  0.16
C -2.71993 -2.25924 0.36204  -0.82
C -1.76823 -2.62141 -0.67660  -0.19
N -0.59357 -2.09627 -0.80342  0.55
C -0.03452 -2.69613 -1.89293  -1.05
C -0.89928 -3.63076 -2.40730  -1.15
N -2.01476 -3.52206 -1.65994  0.23
H -3.01789 -1.20260 0.42157  -0.34
H -2.15797 -2.35614 1.31555  0.25
H -3.61026 -2.90874 0.28322  0.43
H 0.92803 -2.45113 -2.19242  0.86
H -0.83922 -4.30358 -3.21713  0.51
H -2.88047 -4.04632 -1.83681  0.32
S -1.35454 -2.71145 -8.01742  -0.49
C -1.77815 -1.70002 -6.72395  0.15
N -1.99444 -0.93599 -5.82595  -0.84

## Properties
E_HOMO in eV: -2.84
Net charge: -2
Frontier orbital gap in eV: 6.5232
Spin multiplicity: 1
Relative energy (zero: lowest compared OMol25 entry of this formula, charge and spin) in eV: 0.514